Entry i
C6H15N3 | ωB97M-V/def2-TZVPD

## Properties
LUMO energy ... 0.025 hartree
HOMO ... -7.125 eV

The geometry in XYZ format:
```
24
Properties=species:S:1:pos:R:3:lowdin_charge:R:1
C 0.80 1.29 -1.68 -0.024
C 1.34 0.44 1.57 -0.071
N 0.17 0.19 -0.90 -0.051
C 1.09 -0.49 0.42 -0.505
N 1.96 -1.24 -0.15 0.034
H 0.11 -0.64 -1.49 0.136
H 2.86 -1.17 0.33 0.033
H 0.08 1.80 -2.32 0.093
H 1.21 2.03 -1.00 0.079
H 1.61 0.88 -2.28 0.092
H 2.01 -0.03 2.28 0.087
H 1.78 1.38 1.23 0.068
H 0.43 0.71 2.11 0.066
C -2.27 -0.36 -0.89 -0.041
C -0.47 -1.61 1.20 -0.062
C -1.17 0.46 -0.28 -0.452
N -1.42 1.56 0.30 0.175
H -0.63 2.17 0.45 0.050
H -3.13 -0.31 -0.22 0.088
H -2.55 0.05 -1.86 0.090
H -1.47 -1.38 1.58 0.016
H -0.45 -2.48 0.54 0.015
H 0.11 -1.85 2.09 0.014
H -1.99 -1.40 -1.03 0.073
```

Entry ii
C6H15N3 | ωB97M-V/def2-TZVPD

## Properties
LUMO energy ... 0.032 hartree
HOMO ... -7.100 eV

The geometry in XYZ format:
```
24
Properties=species:S:1:pos:R:3:lowdin_charge:R:1
C -1.42 -1.52 0.21 -0.074
C -1.59 0.85 -0.58 -0.076
C 0.44 1.66 1.49 -0.063
C -0.70 -0.19 0.06 -0.430
C 0.08 0.20 1.26 -0.250
H -0.24 -0.27 2.19 0.129
H -1.73 -1.89 -0.77 0.082
H -2.31 -1.43 0.84 0.080
H -0.77 -2.28 0.65 0.071
H -2.49 1.01 0.02 0.086
H -1.12 1.83 -0.68 0.064
H -1.88 0.53 -1.58 0.088
H 0.98 2.08 0.64 0.076
H 1.11 1.75 2.35 0.078
H -0.45 2.26 1.68 0.086
C 0.89 -0.58 -0.86 -0.517
N 1.16 0.51 -1.72 0.100
N 1.51 -0.58 0.87 0.109
N 1.16 -1.80 -1.20 0.020
H 0.42 1.18 -1.85 0.051
H 1.51 0.23 -2.63 0.079
H 1.78 -1.57 0.83 0.090
H 2.38 -0.06 1.01 0.102
H 1.28 -1.92 -2.20 0.020
```

Entry iii
C6H15N3 | ωB97M-V/def2-TZVPD

## Properties
LUMO energy ... 0.039 hartree
HOMO ... -7.128 eV

The geometry in XYZ format:
```
24
Properties=species:S:1:pos:R:3:lowdin_charge:R:1
C 0.15 -0.71 1.03 -0.275
C 1.00 1.13 -0.18 -0.294
C -1.92 -0.75 -1.78 -0.122
C 1.11 -1.72 0.44 -0.118
C 1.87 1.70 0.90 -0.084
N -1.24 -1.20 1.06 0.007
N 0.10 1.90 -0.80 0.022
C -1.55 0.03 0.45 -0.287
N -1.89 0.31 -0.79 -0.089
H -1.37 -1.98 0.41 0.092
H 0.44 -0.38 2.02 0.095
H 1.46 0.38 -0.82 0.097
H -0.21 2.68 -0.23 0.085
H -0.88 1.27 -1.09 0.081
H -1.64 0.85 1.16 0.131
H -2.60 -1.56 -1.50 0.078
H -2.28 -0.34 -2.72 0.073
H -0.93 -1.20 -1.96 0.070
H 2.14 -1.37 0.48 0.066
H 1.07 -2.67 0.98 0.077
H 0.87 -1.93 -0.61 0.064
H 2.41 0.91 1.43 0.067
H 1.27 2.25 1.63 0.081
H 2.61 2.39 0.48 0.083
```

Preferred: entry ii; penalty for the next structure: 94.9 kJ/mol.

Entry i
C2H2O2S2 | ωB97M-V/def2-TZVPD

## Properties
LUMO energy (alpha / beta) ... -0.108 / -0.108 hartree
HOMO (alpha / beta) ... -8.090 / -8.092 eV

The geometry in XYZ format:
```
8
Properties=species:S:1:pos:R:3:lowdin_charge:R:1
C 0.31 0.30 -0.33 -0.574
C 1.61 -0.06 -0.02 0.069
O -0.61 -0.96 0.01 -0.551
O -0.42 1.16 -0.66 -0.056
S -2.11 -0.96 -0.01 0.622
S -2.74 0.76 0.62 0.389
H 2.35 0.74 -0.09 0.065
H 1.61 -0.99 0.47 0.037
```

Entry ii
C2H2O2S2 | ωB97M-V/def2-TZVPD

## Properties
LUMO energy ... -0.023 hartree
HOMO ... -10.042 eV

The geometry in XYZ format:
```
8
Properties=species:S:1:pos:R:3:lowdin_charge:R:1
C 0.54 -1.66 -0.88 0.101
C -0.03 -1.22 0.08 -0.673
O -0.75 2.36 1.01 -0.396
O 1.17 0.90 0.50 -0.384
S -1.02 -0.62 1.31 0.812
S -0.23 1.13 0.46 0.429
H 0.96 -2.19 -1.61 0.004
H -0.65 1.30 -0.87 0.107
```

Entry iii
C2H2O2S2 | ωB97M-V/def2-TZVPD

## Properties
LUMO energy (alpha / beta) ... -0.123 / -0.123 hartree
HOMO (alpha / beta) ... -9.613 / -9.613 eV

The geometry in XYZ format:
```
8
Properties=species:S:1:pos:R:3:lowdin_charge:R:1
C -1.52 -0.47 -2.00 0.068
C -0.78 -0.53 -1.07 0.107
O 2.36 0.13 1.51 -0.377
O 0.62 -0.90 0.24 -0.347
S -0.31 0.48 2.60 0.260
S 0.98 0.25 1.17 0.187
H -2.25 -0.32 -2.74 0.036
H 0.89 1.35 0.28 0.066
```

Preferred: entry i; penalty for the next structure: 76.2 kJ/mol.

Entry i
C2H4IN | ωB97M-V/def2-TZVPD

## Properties
SMILES ... C=NCI
LUMO energy ... 0.017 hartree
HOMO ... -9.408 eV

The geometry in XYZ format:
```
8
Properties=species:S:1:pos:R:3:lowdin_charge:R:1
C -0.28 -1.13 0.42 -0.130
N -0.45 -0.39 -0.54 -0.150
C -1.44 0.56 -0.50 -0.787
I -3.35 -0.06 0.06 0.760
H 0.59 -1.77 0.26 0.078
H -0.88 -1.25 1.36 0.072
H -0.98 1.33 0.27 0.109
H -1.51 1.00 -1.52 0.047
```

Entry ii
C2H4IN | ωB97M-V/def2-TZVPD

## Properties
SMILES ... C=C=N.I
LUMO energy ... 0.021 hartree
HOMO ... -9.069 eV

The geometry in XYZ format:
```
8
Properties=species:S:1:pos:R:3:lowdin_charge:R:1
C -0.06 1.64 0.00 -0.024
C 0.21 0.67 -0.80 -0.296
N 0.22 -0.19 -1.68 0.161
H -0.07 2.66 -0.31 0.047
H -0.40 1.40 1.02 0.055
H 1.00 -0.67 -1.95 0.025
I -0.01 -2.16 2.17 0.378
H -0.90 -3.35 1.55 -0.346
```

Preferred: entry i; penalty for the next structure: 26.6 kJ/mol.

Entry i
C2H3Cl2F | ωB97M-V/def2-TZVPD

## Properties
SMILES ... CC(F)(Cl)Cl
LUMO energy ... 0.026 hartree
HOMO ... -11.165 eV

The geometry in XYZ format:
```
8
Properties=species:S:1:pos:R:3:lowdin_charge:R:1
C -0.08 1.14 -1.14 -0.232
C -0.09 0.37 0.11 -1.253
F 0.03 1.01 1.29 -0.022
Cl 1.52 -0.62 -0.06 0.533
Cl -1.46 -0.68 -0.02 0.700
H 0.86 1.82 -1.28 0.119
H -0.10 0.29 -1.76 0.014
H -1.07 1.82 -1.20 0.141
```

Entry ii
C2H3Cl2F | ωB97M-V/def2-TZVPD

## Properties
SMILES ... FCC(Cl)Cl
LUMO energy ... 0.027 hartree
HOMO ... -10.766 eV

The geometry in XYZ format:
```
8
Properties=species:S:1:pos:R:3:lowdin_charge:R:1
F 0.56 1.58 -0.63 -0.111
C 0.55 1.16 0.67 -0.314
C -0.12 -0.32 0.53 -1.063
Cl -1.80 -0.27 -0.13 0.555
Cl 1.29 -0.99 -0.17 0.682
H -0.13 1.97 0.99 0.128
H 1.42 1.04 1.15 0.038
H -0.27 -0.81 1.57 0.085
```

Preferred: entry i; penalty for the next structure: 91.7 kJ/mol.